[1]
This record from the OMol25 dataset describes a molecular structure, C24H25InN5O2PS2Se2 in a non-equilibrium geometry. The level of theory is ωB97M-V with the def2-TZVPD basis set.

As for the total energy: -203663.3436 eV. As for the orbital gap (alpha / beta): 7.5 / 7.5 eV. The HOMO energy (alpha / beta) comes out at -7.937 / -7.938 eV. The value obtained for the energy above the lowest of the compared OMol25 structures with the same formula, charge and spin is 0.566 eV.

Each line ends with the Mulliken charge.
Element x y z (Å)
In1 -1.334007 -0.172174 -0.105317  0.732
Se1 1.050228 0.528259 1.156284  -0.158
Se2 1.335506 -0.020965 -2.569737  -0.445
S1 -0.988894 -2.343653 -1.400921  -0.246
S2 -1.662915 -5.181258 -0.450525  -0.005
P1 2.320619 0.026464 -0.666512  0.315
O1 -0.143923 2.577520 -1.683415  -0.454
O2 -4.211907 -0.130773 0.250801  -0.734
N1 -2.114210 0.709425 2.436147  0.047
N2 -1.218818 1.702171 -1.462370  0.157
N3 -3.302210 0.521958 -0.341929  0.415
N4 -1.979982 -1.852884 1.356226  0.578
N5 -1.932765 -3.201996 1.035292  -1.326
C1 4.977636 3.130380 0.144274  -0.551
C2 4.457279 1.370272 -1.945879  -0.576
C3 4.324826 -2.775946 1.434585  -0.631
C4 -1.542627 -3.439873 -0.188067  0.540
C5 -4.931301 1.996547 -1.446980  -1.735
C6 -2.415862 3.666007 -2.175284  -1.335
C7 3.967632 2.134757 0.275928  -0.168
C8 -3.782199 -0.030087 3.923376  -0.677
C9 4.028844 -3.959368 0.705453  -0.430
C10 -4.041911 1.286784 4.291414  -0.340
C11 5.450366 2.303575 -2.023512  -0.543
C12 -2.810580 -0.302509 2.974528  0.784
C13 -2.342022 2.280469 -1.563426  0.562
C14 3.337357 -3.901491 -0.490068  -0.706
C15 5.729016 3.209671 -0.993891  -0.398
C16 -1.476798 -5.304775 -2.252097  -0.796
C17 -3.547580 1.559476 -1.154748  0.314
C18 -3.313039 2.321289 3.747168  -0.867
C19 2.882677 -2.674010 -0.951104  -0.143
C20 3.139353 -1.519771 -0.202941  0.874
C21 3.912313 -1.553173 0.937340  -0.476
C22 -2.570386 -1.629604 2.430041  -0.662
C23 3.675442 1.266420 -0.745809  0.670
C24 -2.307283 1.990845 2.799602  -0.181
H1 -3.433232 3.995880 -2.002362  0.411
H2 4.245433 0.688652 -2.770880  0.344
H3 3.314831 2.056364 1.180298  0.149
H4 -5.294854 2.771062 -0.761630  0.301
H5 4.255594 -4.919927 1.124187  0.389
H6 -2.097215 3.686149 -3.243704  0.287
H7 -1.663594 4.317308 -1.651669  0.340
H8 -1.649629 2.791221 2.391880  0.443
H9 -4.953187 2.329660 -2.484245  0.443
H10 -2.324691 -4.845310 -2.867007  0.269
H11 -3.519881 3.318659 4.051973  0.450
H12 -4.337760 -0.897396 4.257708  0.399
H13 -5.534303 1.112714 -1.304687  0.445
H14 -4.914605 1.397246 4.969226  0.343
H15 4.830117 -2.885996 2.380690  0.405
H16 6.515452 3.962387 -1.009786  0.376
H17 2.239672 -2.574270 -1.834129  0.232
H18 3.126668 -4.773515 -1.086448  0.401
H19 -3.011396 -2.474052 2.917863  0.463
H20 -1.581031 -6.382677 -2.434496  0.338
H21 -0.507694 -4.876275 -2.560599  0.248
H22 4.020835 -0.703761 1.590488  0.350
H23 5.149250 3.900349 0.922563  0.317
H24 5.938225 2.492092 -2.981207  0.309
H25 0.569097 1.925470 -1.877980  0.143

Cartesian forces (eV/Å) of the 2 atoms listed first:
2.2 -0.7 0.6
-0.4 -0.4 -1.2


[2]
This record from the OMol25 dataset describes a molecular structure, C24H25N4PmSi in a non-equilibrium geometry. The level of theory is ωB97M-V with the def2-TZVPD basis set.

As for the total energy: -55674.4123 eV. The charge is +2. As for the orbital gap (alpha / beta): 7.4 / 7.5 eV. The expectation value of S² is 6.0079. The HOMO energy (alpha / beta) comes out at -14.133 / -14.167 eV. The multiplicity is 5.

Each line ends with the Löwdin spin population.
Element x y z (Å)
Pm1 -4.130068 9.836074 8.955543  4.053
Si1 -5.712658 10.469529 11.962616  -0.002
N1 -4.726046 12.264554 8.588658  -0.006
N2 -2.022673 8.849528 8.332067  -0.008
N3 -4.445309 9.756500 10.952706  -0.029
N4 -2.253006 11.387240 8.885939  -0.006
C1 -0.988154 7.921235 12.543590  -0.001
C2 -0.925078 9.463563 8.820321  0.001
C3 0.240913 8.723912 9.174491  0.000
C4 -6.510272 13.883768 8.698448  0.000
C5 -3.897291 13.153076 9.201131  0.000
C6 -2.498733 12.702062 9.148432  0.000
C7 -0.143253 13.156564 9.203551  0.000
C8 -1.063858 9.318084 12.592220  0.000
C9 0.092974 11.821923 9.054793  0.000
C10 -5.703968 14.689788 9.427507  0.000
C11 -7.083788 10.852609 10.754169  0.001
C12 -3.284214 9.162903 11.514516  -0.001
C13 -3.112833 7.784593 11.468853  0.000
C14 -2.005675 7.476540 8.200910  0.001
C15 -2.167871 9.870627 12.014022  0.000
C16 0.268398 7.329598 9.043220  0.001
C17 -4.365172 14.319543 9.683250  0.000
C18 -0.882377 6.722621 8.574108  0.000
C19 -1.052923 10.939427 8.919694  0.000
C20 -5.960536 12.581437 8.408254  0.000
C21 -5.266938 12.140214 12.772205  0.000
C22 -1.440825 13.596774 9.194576  0.000
C23 -2.040777 7.133943 12.017400  0.000
C24 -6.264278 9.176720 13.190800  -0.001
H1 -7.220442 9.445657 13.654249  0.000
H2 1.128219 11.516793 8.936631  0.000
H3 -6.626972 11.843019 7.932008  0.000
H4 -5.590538 8.944738 14.100602  0.000
H5 -0.906154 5.621315 8.480814  0.000
H6 -2.933276 6.966687 7.863901  0.000
H7 -7.531856 14.114265 8.340432  0.000
H8 -1.952691 6.048375 12.083543  0.000
H9 -4.257662 12.377277 13.157737  0.000
H10 -5.612546 12.900893 12.147822  0.000
H11 -3.990229 7.223240 11.148483  0.000
H12 -6.041598 15.626526 9.753481  0.000
H13 -6.518480 8.226621 12.766828  0.000
H14 1.199927 6.878491 9.143528  0.000
H15 -0.113200 7.459999 12.986881  0.000
H16 -8.003221 10.741548 11.353331  0.000
H17 -1.739685 14.673714 9.136256  0.000
H18 -2.264095 10.980763 12.001761  0.000
H19 -0.254770 9.933758 12.993059  0.000
H20 1.100511 9.287700 9.561248  0.000
H21 -3.754155 14.994624 10.205475  0.000
H22 -6.877813 11.849571 10.237658  0.000
H23 0.713547 13.784431 9.241272  0.000
H24 -7.191016 10.076451 9.976130  0.000
H25 -5.895007 12.242133 13.644284  0.000

Cartesian forces (eV/Å) of the 2 atoms listed first:
-0.6 0.2 -1.6
0.4 0.2 0.8


[3]
This record from the OMol25 dataset describes a single C24H25N5 molecule. The level of theory is ωB97M-V with the def2-TZVPD basis set.

As for the total energy: -32744.7909 eV. As for the orbital gap: 8.5 eV. The HOMO energy comes out at -7.851 eV. The value obtained for the energy above the lowest of the compared OMol25 structures with the same formula, charge and spin is 0.030 eV.

Each line ends with the Mulliken charge.
Element x y z (Å)
N1 -0.247945 0.296948 0.680577  0.587
N2 -1.166481 0.098402 -4.231120  -0.671
N3 -2.206629 -0.073678 2.252926  0.009
N4 4.153968 -0.338229 0.351859  0.051
N5 -2.928494 2.101275 2.073936  -0.410
C1 3.807650 -3.638156 -1.246240  -0.533
C2 2.415382 -1.288539 -0.701588  1.755
C3 -3.788066 3.007208 1.645815  -0.496
C4 -0.009136 0.959412 1.945698  -0.416
C5 3.120138 0.565903 0.367172  -0.262
C6 -3.097699 0.823996 1.720855  1.019
C7 -0.466867 -1.119240 0.876947  -0.346
C8 0.146375 0.198276 -4.108747  -0.556
C9 3.338223 1.901927 0.987317  -1.649
C10 2.030733 0.023197 -0.265233  0.616
C11 1.790149 -2.310667 -1.418562  0.172
C12 -5.067325 1.393113 0.479195  -0.564
C13 -1.352163 0.365410 -1.866599  -0.463
C14 3.757747 -1.474941 -0.290613  -0.939
C15 -4.868819 2.722827 0.833188  -0.484
C16 -1.064859 0.469680 2.956006  -1.265
C17 -1.844390 -1.292202 1.561798  -1.062
C18 -1.892449 0.188187 -3.129266  -0.528
C19 0.792668 0.374313 -2.896524  -0.234
C20 -4.190071 0.430500 0.926835  -0.547
C21 4.460027 -2.643227 -0.551342  -0.962
C22 2.490604 -3.467197 -1.677804  -1.151
C23 0.674078 0.666989 -0.385890  -0.038
C24 0.030063 0.444147 -1.735538  -0.036
H1 -0.123523 2.034291 1.786418  0.474
H2 -1.400442 1.291770 3.585213  0.521
H3 1.002551 0.760013 2.340351  0.200
H4 0.780749 -2.197730 -1.784313  0.372
H5 -4.360516 -0.605325 0.679627  0.399
H6 4.189067 2.398538 0.519091  0.459
H7 -0.473857 -1.620281 -0.088877  0.095
H8 2.462921 2.533144 0.870241  0.260
H9 3.551722 1.803734 2.052404  0.337
H10 -3.584344 4.019508 1.973988  0.382
H11 -5.908844 1.111116 -0.138153  0.420
H12 -0.660958 -0.328760 3.584178  0.380
H13 1.868515 0.447580 -2.854452  0.430
H14 4.321785 -4.561254 -1.468726  0.396
H15 -2.598136 -1.535591 0.816655  0.400
H16 -1.804060 -2.111663 2.288705  0.315
H17 5.065162 -0.175461 0.745549  0.239
H18 0.805643 1.755309 -0.293713  0.665
H19 0.328946 -1.576564 1.489691  0.278
H20 2.014782 -4.262305 -2.232742  0.404
H21 0.707369 0.131190 -5.032113  0.395
H22 -2.963563 0.114967 -3.269470  0.406
H23 5.482591 -2.761405 -0.223411  0.413
H24 -1.984508 0.449441 -0.997309  0.365
H25 -5.535464 3.500108 0.496109  0.399

Cartesian forces (eV/Å) of the 2 atoms listed first:
0.0 0.1 -0.1
-0.3 -0.1 -0.5


[4]
This record from the OMol25 dataset describes a single C24H25N5O4 molecule in a non-equilibrium geometry. The level of theory is ωB97M-V with the def2-TZVPD basis set.

As for the total energy: -40935.2774 eV. As for the orbital gap: 7.9 eV. The HOMO energy comes out at -7.719 eV. The value obtained for the energy above the lowest of the compared OMol25 structures with the same formula, charge and spin is 0.006 eV.

Each line ends with the Mulliken charge.
Element x y z (Å)
O1 2.901808 1.002196 -2.233882  -0.867
O2 -0.683184 1.090191 2.976509  -0.338
O3 3.829660 -1.273038 5.121529  -0.469
O4 -0.013985 2.644756 -4.093595  -0.465
N1 -1.060089 -0.871327 -1.472537  -0.539
N2 -1.204141 -1.173966 1.378729  -0.519
N3 1.068001 0.133730 -3.275906  -0.139
N4 0.997297 -0.226612 1.321976  0.454
N5 3.066899 0.661841 0.477490  -0.330
C1 0.666576 0.479887 4.920939  -0.515
C2 -3.397612 -2.063794 1.133286  -0.440
C3 0.382069 0.478980 3.558701  0.089
C4 -1.377887 2.758404 -3.749419  -0.671
C5 -2.162687 -1.363358 -0.855100  0.099
C6 -4.457294 -2.416912 0.342626  -0.558
C7 1.212770 0.003750 -0.933889  -0.493
C8 1.809239 0.436868 -2.190849  0.560
C9 -1.714244 1.568255 3.804519  -1.051
C10 -3.272498 -1.734190 -1.638348  -0.629
C11 0.158522 1.596309 -5.035711  0.417
C12 -0.071831 -0.533612 -0.672434  1.421
C13 4.755202 -1.941765 4.298650  -0.795
C14 -4.393965 -2.249303 -1.048567  -0.547
C15 2.721547 -0.731582 4.544358  0.502
C16 2.439464 -0.760769 3.184050  0.023
C17 1.816075 -0.112617 5.403697  -0.936
C18 1.280364 -0.168639 2.700167  -0.353
C19 -2.231701 -1.527371 0.560400  0.115
C20 -0.176855 -0.674496 0.762774  0.605
C21 1.317243 0.694722 -4.574158  -1.408
C22 1.823965 0.187136 0.303138  -0.161
C23 -1.190423 0.854333 -5.140893  -1.053
C24 -1.978143 1.366216 -3.933763  0.359
H1 -1.694940 1.129929 -6.067806  0.375
H2 3.448215 1.039372 -0.393068  0.305
H3 2.229217 1.290661 -4.489202  0.553
H4 1.470165 -0.098478 -5.315565  0.327
H5 -3.423810 -2.181761 2.205693  0.468
H6 -2.106431 0.776849 4.449562  0.416
H7 5.194951 -1.268515 3.555493  0.325
H8 0.439971 2.030908 -6.007276  0.358
H9 2.033821 -0.104933 6.459342  0.447
H10 -1.432876 3.126398 -2.723370  0.360
H11 -0.004420 0.955330 5.617725  0.439
H12 -3.050749 1.401874 -4.112584  0.518
H13 5.537473 -2.298321 4.966568  0.237
H14 -1.058644 -0.225731 -5.129244  0.328
H15 4.297391 -2.795938 3.789918  0.323
H16 -2.499351 1.904139 3.129126  0.255
H17 -1.380409 2.411756 4.418606  0.359
H18 -5.352271 -2.827807 0.786383  0.378
H19 -1.785120 0.752380 -3.053332  -0.542
H20 3.090522 -1.254288 2.480074  0.624
H21 3.340738 1.045780 1.366234  0.265
H22 -5.241680 -2.533550 -1.654890  0.400
H23 -1.871681 3.483471 -4.415570  0.314
H24 -3.207040 -1.601846 -2.707914  0.443
H25 0.166797 -0.291906 -3.099391  0.361

Cartesian forces (eV/Å) of the 2 atoms listed first:
0.3 0.2 -0.1
0.5 -0.1 0.0